Here is C32H32BrN4O2Re as an isolated structure from the OMol25 dataset. Energies are from wB97M-V/def2-TZVPD.

Geometry as XYZ:
```
72
Properties=species:S:1:pos:R:3:forces:R:3:mulliken_spin:R:1
Re 0.077 0.479 0.553 0.0 -0.1 -0.1 2.240
Br -0.986 -1.737 -0.430 0.0 0.0 0.0 0.057
O -0.055 2.304 0.830 0.0 0.1 0.0 0.139
O -0.736 4.986 -2.215 0.0 0.0 0.0 0.000
N 6.896 -0.808 -2.086 0.0 0.0 0.0 0.013
N -0.091 2.389 -1.483 0.0 0.0 0.0 0.006
N -0.537 1.078 -1.299 0.0 0.0 0.0 -0.097
N 1.951 -0.001 -0.209 0.0 0.1 0.0 0.019
C 0.423 4.436 -0.252 0.0 0.0 0.0 0.003
C 2.463 -1.250 -0.285 0.0 0.0 0.0 0.031
C 1.335 -1.944 2.979 0.0 0.0 0.0 0.080
C -2.047 -1.665 -3.157 0.0 0.0 0.0 0.015
C -3.577 -5.484 -3.985 0.0 0.0 0.0 0.039
C 0.897 0.414 2.799 0.0 0.0 0.1 -0.006
C 1.830 -0.630 2.911 0.0 0.0 0.0 0.068
C -3.655 -4.459 -4.921 0.0 0.0 0.0 -0.009
C -3.137 -3.221 -4.610 0.0 0.0 0.0 0.025
C -1.421 -0.975 -2.146 0.0 0.0 0.0 0.034
C 1.793 6.842 -0.304 0.0 0.0 0.0 0.000
C -0.498 0.132 2.784 0.0 0.0 0.0 0.042
C 1.351 4.729 0.739 0.0 0.0 0.0 0.003
C -2.900 -2.861 2.754 0.0 0.0 0.0 0.006
C 2.041 5.931 0.713 0.0 0.0 0.0 -0.001
C -0.023 -2.218 2.982 0.0 0.0 0.0 0.014
C 4.512 -0.414 -1.181 0.0 0.0 0.0 0.014
C 0.188 5.358 -1.270 0.0 0.0 0.0 -0.001
C 5.835 -0.633 -1.685 0.0 0.0 0.0 -0.003
C 3.988 0.873 -1.094 0.0 0.0 0.0 -0.001
C 3.291 -0.347 3.023 0.0 0.0 0.0 0.010
C 2.713 1.046 -0.607 0.0 0.0 0.0 0.025
C -1.100 0.388 -2.254 0.0 0.0 0.0 0.042
C -0.387 3.177 -0.273 0.0 0.0 0.0 0.031
C -2.458 -1.436 3.069 0.0 0.0 0.0 -0.018
C -2.979 -5.273 -2.738 0.0 0.0 0.0 -0.002
C -2.530 -2.981 -3.354 0.0 0.0 0.0 0.008
C -2.844 -1.059 4.514 0.0 0.0 0.0 0.027
C -0.981 -1.195 2.910 0.0 0.0 0.0 0.160
C 3.727 -1.492 -0.765 0.0 0.0 0.0 -0.002
C -2.462 -4.042 -2.420 0.0 0.0 0.0 0.022
C 0.869 6.561 -1.300 0.0 0.0 0.0 0.000
H -2.204 -1.016 -4.018 0.0 0.0 0.0 -0.002
H -1.460 3.383 -0.183 0.0 0.0 0.0 0.002
H 2.275 2.033 -0.539 0.0 0.0 0.0 0.017
H -1.203 0.954 2.902 0.0 0.0 0.0 -0.043
H -3.917 -1.188 4.645 0.0 0.0 0.0 0.001
H 1.835 -2.062 0.050 0.0 0.0 0.0 0.012
H -2.578 -3.195 1.764 0.0 0.0 0.0 -0.001
H 2.040 -2.762 3.074 0.0 0.0 0.0 0.001
H -2.335 -1.708 5.228 0.0 0.0 0.0 -0.003
H -0.935 5.723 -2.807 0.0 0.0 0.0 0.000
H -3.987 -2.919 2.784 0.0 0.0 0.0 0.000
H 1.232 1.441 2.904 0.0 0.0 0.0 -0.023
H -3.981 -6.459 -4.223 0.0 0.0 0.0 0.001
H -2.927 -6.085 -2.026 0.0 0.0 0.0 0.000
H 3.556 0.617 2.588 0.0 0.0 0.0 0.004
H 1.511 4.032 1.552 0.0 0.0 0.0 -0.006
H 2.321 7.786 -0.323 0.0 0.0 0.0 0.000
H -2.976 -0.741 2.397 0.0 0.0 0.0 0.006
H -2.007 -3.913 -1.450 0.0 0.0 0.0 0.003
H -4.118 -4.631 -5.882 0.0 0.0 0.0 0.000
H -2.526 -3.570 3.494 0.0 0.0 0.0 -0.001
H 4.565 1.734 -1.403 0.0 0.0 0.0 0.000
H 4.101 -2.505 -0.816 0.0 0.0 0.0 0.000
H -3.195 -2.418 -5.334 0.0 0.0 0.0 0.000
H -2.597 -0.024 4.752 0.0 0.0 0.0 0.000
H -0.351 -3.245 3.082 0.0 0.0 0.0 -0.001
H 3.892 -1.136 2.572 0.0 0.0 0.0 -0.002
H 3.568 -0.308 4.082 0.0 0.0 0.0 0.009
H 0.677 7.276 -2.091 0.0 0.0 0.0 0.000
H 2.753 6.166 1.491 0.0 0.0 0.0 0.000
H -1.334 0.890 -3.190 0.0 0.0 0.0 -0.007
H -0.467 2.847 -2.314 0.0 0.0 0.0 0.000
```
Forces are in eV/Å.

Computed properties:
- charge = +3
- relative energy (zero: lowest compared OMol25 entry of this formula, charge and spin) (kcal/mol) = 8.0
- multiplicity = 4
- gap between HOMO and LUMO (alpha / beta) (eV) = 5.5 / 4.4
- E_LUMO (alpha / beta) (eV) = -10.31 / -11.39
- HOMO (alpha / beta) (eV) = -15.78 / -15.78

Here is an isolated molecule of C20H18Cl2F3N5O2 from the OMol25 dataset. Energies are from wB97M-V/def2-TZVPD.

Geometry as XYZ:
```
50
Properties=species:S:1:pos:R:3:forces:R:3:mulliken_charge:R:1
Cl 6.758 3.618 -8.329 0.1 0.1 -0.2 -0.219
Cl -0.917 -1.828 5.529 0.1 -0.1 0.2 -0.220
F -6.994 -0.503 6.147 -0.1 -0.1 -0.2 -0.275
F -5.524 -0.661 7.713 0.2 -0.2 0.1 -0.264
F -5.632 1.120 6.515 0.1 0.1 -0.1 -0.253
O 1.675 1.880 -4.034 -0.2 0.0 -0.3 -0.703
O 1.779 -0.433 -0.142 0.2 -0.1 0.0 -0.781
N 3.909 1.914 -3.454 0.2 -0.1 0.4 -0.074
N 2.298 1.447 -1.905 -0.1 -0.3 0.6 -0.477
N -4.261 -1.665 3.329 0.3 -0.1 -0.3 -0.428
N 0.988 1.056 -1.609 0.1 0.3 -0.5 -0.105
N -2.188 -2.290 2.623 0.2 -0.2 -0.2 0.109
C -2.960 -1.813 3.621 -0.5 0.1 0.5 0.550
C -0.594 -0.360 -0.578 -0.3 -0.3 0.2 -0.271
C -2.518 -1.510 4.939 -0.2 0.1 0.0 0.399
C -5.117 -1.197 4.206 -0.1 0.2 0.6 -0.587
C 3.846 2.574 -5.812 -0.1 0.0 0.1 -0.298
C -0.220 -2.165 1.127 0.2 0.1 0.2 -1.189
C -5.718 -0.227 6.456 -0.1 0.2 0.1 0.870
C 5.906 3.121 -6.908 -0.1 -0.1 0.2 0.333
C -3.411 -0.998 5.851 -0.4 0.0 -0.3 -0.718
C 4.529 2.971 -6.946 0.3 0.0 0.0 -0.718
C 4.540 2.324 -4.631 0.1 0.1 -0.4 0.509
C -2.533 -1.620 0.307 -0.2 -0.2 0.1 -0.647
C -2.807 -2.679 1.373 -0.3 -0.1 -0.3 -1.100
C -1.062 -1.318 0.230 0.3 0.3 -0.3 0.246
C 0.810 0.025 -0.736 0.3 0.3 -0.1 0.741
C 6.609 2.875 -5.739 -0.1 0.0 -0.1 -0.655
C 5.925 2.478 -4.607 -0.2 0.0 0.0 -0.538
C 2.572 1.737 -3.228 0.0 0.0 0.4 0.553
C -0.744 -2.127 2.567 0.5 -0.1 0.1 -0.903
C -4.746 -0.815 5.486 0.1 -0.1 0.1 -0.012
H -0.476 -1.161 3.003 0.0 -0.1 0.0 0.590
H 7.681 2.994 -5.716 0.1 0.0 0.0 0.398
H -6.141 -1.121 3.867 -0.1 0.0 0.1 0.443
H -3.085 -0.764 6.853 0.1 0.0 0.1 0.485
H -1.291 0.197 -1.189 -0.2 0.1 0.0 0.369
H 3.991 3.165 -7.860 0.0 0.0 -0.1 0.397
H -3.877 -2.784 1.541 0.2 -0.1 -0.1 0.449
H -0.234 -3.191 0.751 0.0 0.0 0.0 0.396
H 0.331 1.327 -2.331 0.1 -0.1 0.2 0.354
H -3.083 -0.710 0.556 0.0 0.0 0.0 0.328
H 2.941 0.932 -1.307 -0.1 0.1 -0.2 0.340
H 4.525 1.785 -2.664 -0.2 0.0 -0.1 0.186
H 6.472 2.287 -3.695 0.1 0.0 0.1 0.317
H -0.248 -2.916 3.142 0.0 0.2 -0.1 0.380
H -2.395 -3.646 1.070 -0.1 0.0 0.0 0.337
H 2.776 2.457 -5.836 0.0 0.0 0.0 0.483
H -2.898 -1.966 -0.663 0.0 0.0 0.0 0.435
H 0.812 -1.819 1.117 -0.1 -0.2 0.0 0.442
```
Forces are in eV/Å.

Computed properties:
- SMILES string = O=C(C=C1CCN(c2ncc(C(F)(F)F)cc2Cl)CC1)NNC(=O)Nc1ccc(Cl)cc1
- gap between HOMO and LUMO (eV) = 8.8
- E_LUMO (eV) = 0.38
- HOMO (eV) = -8.41

Here is an isolated molecule of C24H33N3O6S at a distorted geometry from the OMol25 dataset. Energies are from wB97M-V/def2-TZVPD.

Geometry as XYZ:
```
67
Properties=species:S:1:pos:R:3:forces:R:3:mulliken_charge:R:1
S 2.413 1.887 -3.318 0.0 0.3 0.1 1.356
O 0.536 1.965 4.813 -0.4 -0.1 0.0 -0.487
O -3.950 0.526 4.167 0.2 -0.1 -0.3 -0.421
O -3.400 -3.190 -1.097 -0.2 -0.2 0.1 -0.676
O 3.318 1.166 -4.165 0.0 -0.3 0.3 -0.743
O 0.319 -0.483 0.258 0.1 0.0 0.1 -0.580
O 1.938 3.173 -3.744 -0.2 -0.1 0.2 -0.742
N -2.317 -1.556 -2.167 -0.4 0.3 -0.4 -0.062
N 3.141 2.082 -1.855 -0.4 -0.1 -1.1 0.259
N -1.263 -2.019 0.747 -0.2 -0.4 0.0 0.213
C -1.798 -4.885 0.858 0.0 0.0 -0.3 -1.625
C -1.215 -0.735 -2.492 0.4 0.2 -0.1 0.068
C -0.090 -1.282 -3.104 -0.2 0.2 0.0 -0.223
C -4.364 1.226 5.317 -0.1 0.1 0.2 -0.880
C 1.887 2.478 0.268 0.1 0.1 -0.3 -0.292
C -1.657 1.256 4.511 -0.2 0.1 0.1 -0.480
C -1.264 0.626 -2.211 0.1 -0.1 -0.1 -0.496
C -2.639 0.570 3.815 0.2 0.0 0.0 0.376
C 1.885 2.022 4.410 0.2 0.0 -0.1 -0.611
C -0.337 1.252 4.055 -0.1 -0.1 -0.2 0.458
C -0.580 -0.880 0.982 0.1 0.0 0.0 -0.224
C -2.300 -0.143 2.662 0.1 0.0 0.0 -0.874
C -0.167 1.423 -2.483 -0.1 0.1 0.0 -0.672
C -0.818 -4.294 -0.155 0.0 0.2 0.1 0.483
C 1.001 -0.479 -3.376 0.1 -0.1 0.0 -0.529
C -2.366 -2.582 -1.280 0.3 0.0 0.1 -0.236
C 4.115 1.110 -1.417 0.3 -0.6 -0.1 -0.838
C 2.622 3.062 -0.936 -0.3 0.4 0.3 -1.016
C 0.620 -4.454 0.336 -0.2 0.0 -0.2 -1.477
C 3.523 -0.247 -1.037 0.2 0.2 0.1 -0.536
C -0.003 0.551 2.906 0.3 0.1 0.1 -0.620
C -1.093 -2.809 -0.455 0.0 -0.2 -0.2 0.206
C 0.964 0.859 -3.039 0.5 0.3 -0.2 -0.361
C -0.989 -0.154 2.220 -0.3 0.4 0.4 0.683
H 2.387 2.639 5.154 0.0 -0.1 -0.1 0.271
H 3.240 -0.790 -1.934 0.0 -0.1 -0.1 0.221
H 4.269 -0.833 -0.503 0.1 -0.1 0.0 0.475
H -4.177 2.299 5.222 0.0 0.0 0.0 0.353
H 0.775 -3.866 1.238 0.0 0.1 0.1 0.237
H 1.987 2.485 3.424 0.0 0.0 0.0 0.163
H -3.095 -0.640 2.128 -0.1 -0.1 -0.1 0.593
H -5.435 1.051 5.397 0.1 0.0 0.0 0.250
H 1.000 0.528 2.515 0.1 0.0 0.0 0.369
H 4.650 1.545 -0.568 -0.1 0.1 -0.1 0.418
H -0.935 -4.833 -1.101 0.0 0.0 0.0 0.380
H 2.592 1.982 0.932 0.0 -0.1 0.1 0.256
H -2.821 -4.687 0.552 -0.1 0.0 0.1 0.363
H 2.641 -0.142 -0.413 -0.1 0.0 0.1 -0.009
H -0.229 -2.380 -0.970 -0.2 -0.1 0.1 0.189
H -3.867 0.848 6.216 0.0 0.0 0.0 0.346
H 2.341 1.028 4.395 0.0 0.0 0.0 0.325
H 1.882 -0.868 -3.862 0.1 -0.1 0.0 0.640
H -1.870 1.816 5.406 -0.1 0.1 0.1 0.497
H 1.958 3.692 -1.529 0.1 0.2 0.2 0.348
H -2.008 -2.294 1.367 0.1 0.1 0.1 0.423
H 0.827 -5.496 0.563 0.1 -0.1 0.1 0.472
H 1.398 3.279 0.818 0.0 0.1 0.1 0.547
H -0.080 -2.331 -3.361 0.0 -0.1 0.0 0.571
H 4.821 0.975 -2.240 0.1 0.0 0.2 0.358
H -3.217 -1.283 -2.545 0.1 -0.1 0.1 0.315
H 1.138 1.753 -0.039 -0.1 -0.1 0.1 -0.151
H -1.628 -4.470 1.850 0.0 0.0 0.2 0.333
H -0.180 2.480 -2.271 -0.1 0.1 0.0 0.479
H -2.150 1.047 -1.760 -0.1 0.0 0.1 0.406
H 1.328 -4.116 -0.417 0.1 0.0 -0.1 0.364
H 3.454 3.689 -0.586 -0.1 0.0 -0.1 0.320
H -1.658 -5.961 0.916 0.0 -0.1 0.1 0.474
```
Forces are in eV/Å.

Computed properties:
- relative energy (zero: lowest compared OMol25 entry of this formula, charge and spin) (kcal/mol) = 24.4
- SMILES string = CCN(CC)S(=O)(=O)c1ccc(NC(=O)[C@@H](NC(=O)c2cc(OC)cc(OC)c2)C(C)C)cc1
- gap between HOMO and LUMO (eV) = 9.3
- E_LUMO (eV) = 0.53
- HOMO (eV) = -8.77